DFT (wB97M-V/def2-TZVPD) results for C37H31CoFN5O4S3 as an isolated structure.

CARTESIAN COORDINATES (ANGSTROEM)
Co: 0.806739 0.030607 -1.061759
C: -1.878480 0.837453 -4.456154
C: -1.008750 1.009919 -3.236982
N: -0.272076 0.043297 -2.825569
N: -0.256090 -1.080658 -3.653333
C: 0.319570 -2.126300 -3.154794
S: 0.936339 -2.352209 -1.559997
S: 0.600454 -3.406496 -4.390493
C: 2.240241 -2.773724 -4.900026
C: 2.162165 -1.525210 -5.733892
C: 2.349261 -0.278823 -5.147407
C: 2.276204 0.880872 -5.910015
C: 2.020673 0.804993 -7.272315
C: 1.815899 -0.437362 -7.864706
C: 1.878738 -1.590771 -7.096100
C: -1.005055 2.304477 -2.528799
C: -2.047789 3.215945 -2.755128
C: -2.120019 4.434732 -2.112915
C: -1.103047 4.789982 -1.219990
C: -0.046647 3.941414 -0.988421
C: 0.044190 2.674124 -1.623420
O: 1.059499 1.915642 -1.381538
H: -1.357703 0.210843 -5.175021
H: -2.124233 1.793499 -4.912165
H: -2.804903 0.321939 -4.191009
H: 2.705001 -3.594073 -5.446389
H: 2.791074 -2.599586 -3.976678
H: 2.542639 -0.209670 -4.082930
H: 2.419769 1.844179 -5.434421
H: 1.985010 1.707158 -7.871904
H: 1.606882 -0.504895 -8.926090
H: 1.691139 -2.559260 -7.548491
H: -2.837417 2.948613 -3.445569
H: -2.948793 5.105573 -2.302459
H: -1.152297 5.740521 -0.698727
H: 0.750180 4.200050 -0.302287
C: -0.566651 -4.636289 4.364493
C: -0.700612 -3.193659 4.846108
C: -1.902900 -2.972955 5.752413
C: -3.202121 -3.194658 4.987703
C: -3.212341 -2.378614 3.717786
C: -4.396136 -2.023714 3.121608
C: -4.388480 -1.273397 1.949743
F: -5.579085 -0.949604 1.394668
C: -3.232197 -0.859430 1.361838
C: -2.014339 -1.201237 1.952143
C: -0.758332 -0.750092 1.307485
O: -0.844798 -0.080646 0.275259
C: 0.457022 -1.122151 1.984469
C: 0.361850 -1.858614 3.121520
N: -0.780240 -2.282029 3.694579
C: -2.002344 -1.960601 3.123687
C: 1.891307 -0.759735 1.578016
O: 2.763585 -0.960161 2.428779
O: 2.064354 -0.300373 0.415311
H: -0.550335 -5.321324 5.215132
H: 0.357576 -4.760236 3.798728
H: -1.395755 -4.908497 3.708708
H: 0.201854 -2.922086 5.391229
H: -1.877339 -1.946766 6.127602
H: -1.831977 -3.645369 6.607534
H: -4.057006 -2.915346 5.604437
H: -3.319117 -4.254812 4.748176
H: -5.340817 -2.325180 3.560095
H: -3.229018 -0.282343 0.445844
H: 1.283765 -2.122650 3.627223
N: -1.283406 2.230234 1.912888
C: 0.004387 2.468135 2.307510
N: 1.037982 2.091195 1.653799
C: 2.201100 2.392973 2.351024
C: 3.486393 2.088461 1.918319
C: 4.559933 2.459190 2.710292
C: 4.369059 3.131270 3.920704
C: 3.091648 3.439642 4.364116
C: 2.017461 3.059716 3.570752
S: 0.312868 3.273770 3.859698
H: -1.368152 1.820418 0.992190
H: -2.000886 2.866402 2.206237
H: 3.604161 1.544493 0.989067
H: 5.564871 2.218382 2.387368
H: 5.224073 3.406030 4.526896
H: 2.940768 3.955463 5.304720

Force components x, y, z for each atom (eV/Å):
Co 0.287 -0.424 0.439
C 0.077 0.113 -0.081
C -0.312 0.608 -0.199
N -0.021 -0.694 -0.066
N 0.066 -0.067 0.024
C -0.225 0.325 0.148
S 0.056 0.034 -0.514
S -0.028 -0.051 0.069
C -0.231 0.040 -0.006
C 0.060 -0.064 0.031
C 0.022 0.097 -0.050
C 0.006 -0.020 0.004
C 0.011 -0.069 0.004
C 0.004 0.008 0.071
C 0.011 0.024 0.007
C -0.051 -0.049 0.096
C -0.008 -0.049 0.082
C -0.015 0.049 -0.002
C -0.020 -0.057 0.008
C -0.021 0.010 -0.102
C -0.055 -0.143 -0.218
O 0.161 0.352 -0.057
H -0.008 -0.033 -0.008
H 0.011 -0.036 0.018
H 0.015 0.001 0.006
H 0.043 0.019 -0.024
H 0.116 -0.034 -0.029
H 0.007 -0.017 0.002
H -0.012 -0.037 -0.001
H -0.037 -0.022 0.025
H -0.004 -0.003 0.021
H 0.039 0.029 -0.019
H -0.025 0.006 0.051
H 0.010 -0.018 0.003
H 0.027 -0.002 -0.024
H 0.002 -0.024 -0.008
C -0.008 0.027 -0.019
C -0.068 -0.085 -0.100
C -0.066 0.064 -0.067
C 0.082 0.078 -0.029
C 0.166 -0.120 0.137
C -0.188 0.049 -0.091
C -0.096 -0.021 0.047
F -0.004 -0.016 0.022
C -0.034 0.108 -0.197
C 0.293 0.036 0.005
C 0.108 -0.460 0.757
O -0.125 0.322 -0.820
C -0.077 0.072 -0.158
C -0.018 -0.032 0.079
N -0.096 -0.074 0.159
C 0.071 -0.071 0.090
C -0.073 -0.056 0.170
O -0.096 0.001 -0.166
O 0.406 -0.074 0.099
H 0.006 0.009 -0.029
H -0.026 -0.005 0.011
H 0.025 -0.010 0.027
H 0.063 0.074 -0.001
H 0.027 -0.015 0.025
H -0.008 -0.006 0.027
H -0.024 -0.014 0.003
H -0.012 -0.016 -0.005
H 0.013 0.035 -0.043
H -0.012 -0.019 0.035
H 0.003 0.022 -0.023
N 0.148 -0.048 0.214
C -0.162 0.137 0.064
N -0.022 0.034 0.276
C -0.146 0.069 -0.049
C 0.126 0.008 -0.042
C -0.079 0.041 -0.019
C -0.040 -0.025 -0.021
C 0.036 -0.014 -0.016
C 0.096 0.019 0.046
S -0.103 -0.023 -0.056
H -0.013 0.097 -0.057
H -0.008 0.096 -0.039
H 0.001 0.027 0.079
H -0.004 -0.011 0.013
H -0.013 0.001 -0.021
H -0.007 -0.012 -0.020

## Properties
Spin multiplicity: 4
M: 783.82 g/mol
F_max: 0.017 hartree/bohr
Net charge: -1
Electronic energy: -127368.913 eV
Kohn-Sham gap (spin up / spin down): 6.526 / 6.601 eV
Energy above the lowest of the compared OMol25 structures with the same formula, charge and spin: 0.801 eV